Entry 1:
C7H15FNO3 | ωB97M-V with the def2-TZVPD basis set

LUMO energy (alpha / beta) in eV: -3.553 / -2.762
Energy above the lowest of the compared OMol25 structures with the same formula, charge and spin in kcal/mol: 74.63
Orbital gap (alpha / beta) in hartree: 0.28176 / 0.33247
E_tot in eV: -17843.093
Net charge: +1

Each line ends with the Löwdin charge.
Atoms and positions in Å:
F1 -1.389 -2.120 -0.863  0.1148
O1 -1.435 -1.896 1.406  0.1440
O2 1.354 -2.535 -0.328  0.0378
O3 2.720 0.610 0.901  -0.0412
N1 0.331 1.033 -0.057  0.1042
C1 0.672 -1.447 0.214  -0.2614
C2 2.561 0.092 -0.402  -0.1816
C3 -1.830 1.190 -1.314  -0.0340
C4 -1.742 1.287 1.299  -0.0408
C5 1.060 -0.158 -0.588  -0.1703
C6 -1.139 0.954 -0.018  -0.3001
C7 -0.814 -1.657 0.263  -0.2931
H1 -2.346 -2.203 1.276  0.1569
H2 -1.874 0.292 -1.934  0.0810
H3 0.944 -2.832 -1.150  0.1217
H4 -1.548 0.505 2.039  0.0792
H5 -1.358 2.225 1.702  0.0949
H6 2.939 0.803 -1.149  0.1363
H7 1.030 -1.333 1.245  0.1765
H8 0.817 -0.301 -1.644  0.1738
H9 0.712 1.169 0.895  0.1734
H10 0.637 1.845 -0.615  0.1949
H11 3.630 0.483 1.188  0.1199
H12 -2.853 1.505 -1.132  0.0917
H13 -1.343 1.966 -1.907  0.0897
H14 -2.819 1.387 1.201  0.0935
H15 3.084 -0.862 -0.525  0.1384

Entry 2:
C7H15HgN2 | ωB97M-V with the def2-TZVPD basis set

LUMO energy (alpha / beta) in eV: 2.232 / 2.232
Energy above the lowest of the compared OMol25 structures with the same formula, charge and spin in kcal/mol: 27.28
Orbital gap (alpha / beta) in hartree: 0.07935 / 0.07933
E_tot in eV: -14652.624
Net charge: -1

Each line ends with the Löwdin charge.
Atoms and positions in Å:
Hg1 0.069 -0.109 -2.138  0.3811
N1 -2.068 -1.665 -2.199  -0.1151
N2 -0.409 -0.351 0.188  -0.1540
C1 -1.153 0.522 2.278  -0.0253
C2 -0.686 -0.643 2.901  -0.2899
C3 0.092 -1.444 0.791  -0.1778
C4 -0.857 -0.851 4.354  -0.0629
C5 -0.053 -1.651 2.160  -0.0313
C6 -0.967 0.641 0.904  -0.1597
C7 2.732 2.405 -3.648  -0.3921
H1 0.331 -2.573 2.605  0.1139
H2 3.100 1.610 -2.960  -0.0215
H3 2.221 1.881 -4.470  -0.0201
H4 0.118 -0.982 4.828  0.0880
H5 4.041 3.708 -4.493  -0.1232
H6 -2.484 -1.512 -1.289  -0.0114
H7 -1.689 -2.604 -2.322  0.0010
H8 -1.346 0.020 4.777  0.0722
H9 0.616 -2.160 0.150  0.0813
H10 1.943 2.938 -3.094  -0.0244
H11 -1.622 1.336 2.832  0.1097
H12 -1.475 -1.737 4.517  0.0875
H13 -2.656 -1.374 -2.991  0.0118
H14 -1.246 1.544 0.354  0.0931
H15 3.447 3.053 -4.034  -0.4311

Entry 3:
C7H15IN2P | ωB97M-V with the def2-TZVPD basis set

LUMO energy (alpha / beta) in eV: -5.591 / -6.557
Energy above the lowest of the compared OMol25 structures with the same formula, charge and spin in kcal/mol: 21.17
Orbital gap (alpha / beta) in hartree: 0.24519 / 0.22261
E_tot in eV: -27863.243
Net charge: +1

Each line ends with the Löwdin charge.
Atoms and positions in Å:
I1 -5.529 -0.264 0.125  0.0884
P1 1.062 -1.967 -0.381  1.0040
N1 1.922 -0.587 -0.863  -0.1230
N2 0.257 -1.125 0.821  -0.1093
C1 -0.702 1.099 1.287  -0.1178
C2 -0.119 0.858 -1.565  -0.1686
C3 0.551 0.261 0.852  -0.3445
C4 -1.813 1.261 0.155  -0.2307
C5 1.004 0.590 -0.586  -0.3281
C6 -1.168 1.906 -1.095  -0.1755
C7 2.180 -3.048 0.608  -0.2104
H1 1.589 -3.750 1.186  0.0436
H2 2.694 -2.454 1.346  0.0402
H3 -2.309 0.347 0.052  0.0165
H4 2.998 -3.463 -0.164  0.1094
H5 -0.819 2.863 -0.771  0.1007
H6 -0.367 -1.465 1.471  0.0932
H7 1.625 1.464 -0.421  0.1542
H8 -1.930 2.095 -1.933  0.1415
H9 -1.282 0.509 2.135  0.1495
H10 -0.696 -0.075 -1.788  0.1124
H11 2.395 -0.676 -1.832  0.1535
H12 1.224 0.408 1.747  0.1716
H13 -2.686 1.827 0.660  0.1237
H14 -0.380 2.132 1.605  0.1310
H15 0.301 1.251 -2.652  0.1747

Entry 4:
C7H15IO2S | ωB97M-V with the def2-TZVPD basis set

LUMO energy in eV: -1.060
Energy above the lowest of the compared OMol25 structures with the same formula, charge and spin in kcal/mol: 60.30
Orbital gap in hartree: 0.32290
E_tot in eV: -30530.380

Each line ends with the Löwdin charge.
Atoms and positions in Å:
I1 4.598 -0.623 0.471  0.4389
S1 3.389 1.531 0.377  0.5941
O1 3.491 2.115 -1.162  -0.5600
O2 1.865 1.026 0.549  -0.5254
C1 -0.373 0.453 -0.264  -0.4950
C2 0.190 -1.643 1.307  -0.0296
C3 -0.702 1.212 0.986  -0.0528
C4 -1.226 0.959 -1.392  -0.0540
C5 -0.467 -1.081 -0.027  -0.3521
C6 1.166 0.702 -0.645  -0.1802
C7 -1.908 -1.619 -0.084  -0.0838
H1 -0.491 2.201 0.832  0.0601
H2 -2.773 -1.299 0.562  0.1047
H3 1.301 -1.694 1.181  0.0656
H4 -1.262 0.280 -2.233  0.0877
H5 1.592 -0.316 -1.026  0.1465
H6 -2.417 -1.353 -1.081  0.0984
H7 1.245 1.577 -1.244  0.0920
H8 -1.801 -2.584 -0.002  -0.0030
H9 -0.104 1.043 1.886  0.0819
H10 0.062 -1.535 -0.866  0.1231
H11 -0.517 -2.556 1.491  0.1101
H12 0.045 -0.929 2.090  0.0418
H13 -1.776 1.030 1.197  0.1112
H14 -0.856 1.867 -1.804  0.0719
H15 -2.269 1.237 -1.099  0.1081

Entry 5:
C7H15N | ωB97M-V with the def2-TZVPD basis set

LUMO energy (alpha / beta) in eV: 3.768 / 3.740
Energy above the lowest of the compared OMol25 structures with the same formula, charge and spin in kcal/mol: 13.14
Orbital gap (alpha / beta) in hartree: 0.08686 / 0.33793
E_tot in eV: -8989.986
2S+1: 2
Net charge: -1

Each line ends with the Mulliken spin population.
Atoms and positions in Å:
N1 -1.811 -1.746 0.295  0.1565
C1 0.415 1.767 -0.983  -1.2939
C2 -0.434 0.587 -0.586  0.8257
C3 -0.009 -2.374 1.835  2.5073
C4 -0.828 -1.211 1.220  0.0162
C5 0.158 -0.321 0.464  0.2961
C6 1.689 1.462 -1.768  1.4107
C7 -0.002 3.014 -0.812  -0.0319
H1 -0.715 0.078 -1.514  0.0395
H2 -1.404 -2.320 -0.432  -0.4178
H3 -0.587 -3.181 2.274  -0.8857
H4 2.237 0.578 -1.459  -0.5221
H5 2.314 2.346 -1.656  0.0017
H6 0.760 -1.997 2.542  -0.4940
H7 -1.188 -0.659 2.082  -0.4014
H8 -1.387 0.967 -0.228  0.3684
H9 -2.571 -2.284 0.679  -0.1393
H10 1.030 -0.842 0.058  0.0417
H11 0.675 0.248 1.253  0.0313
H12 -0.990 3.263 -0.448  -0.0260
H13 0.737 -2.743 1.116  -0.3140
H14 1.342 1.487 -2.806  -0.1868
H15 0.568 3.882 -1.126  0.0180

Entry 6:
C7H15N | ωB97M-V with the def2-TZVPD basis set

SMILES: C/C=C/C.C=NCC
LUMO energy in eV: 1.079
Energy above the lowest of the compared OMol25 structures with the same formula, charge and spin in kcal/mol: 47.32
Orbital gap in hartree: 0.37318
E_tot in eV: -8990.438

Each line ends with the Löwdin charge.
Atoms and positions in Å:
N1 0.943 -2.433 -1.312  -0.0472
C1 -1.494 1.575 -0.083  -0.1857
C2 -0.944 0.356 -0.730  -0.1343
C3 2.428 -0.708 -0.372  -0.0956
C4 -1.217 1.996 1.145  -0.1758
C5 -1.804 3.295 1.666  -0.1106
C6 -0.054 -3.135 -0.975  -0.0696
C7 1.961 -2.178 -0.306  -0.3056
H1 3.351 -0.586 0.195  0.0661
H2 -2.491 3.028 2.475  0.0684
H3 -0.470 -0.311 -0.015  0.0449
H4 -0.609 -3.679 -1.733  0.0670
H5 -1.716 -0.206 -1.273  0.0730
H6 1.587 -2.418 0.703  0.1002
H7 -0.482 1.544 1.807  0.1010
H8 -0.341 -3.201 0.083  0.0744
H9 2.798 -2.852 -0.491  0.1077
H10 -1.989 2.262 -0.769  0.1024
H11 1.630 -0.110 0.060  0.0381
H12 -0.269 0.450 -1.592  0.0783
H13 -1.050 3.970 2.069  0.0670
H14 2.602 -0.403 -1.403  0.0717
H15 -2.371 3.743 0.852  0.0641

Entry 7:
C7H15N | ωB97M-V with the def2-TZVPD basis set

LUMO energy in eV: -1.586
Energy above the lowest of the compared OMol25 structures with the same formula, charge and spin in kcal/mol: 203.99
Orbital gap in hartree: 0.22673
E_tot in eV: -8983.644

Each line ends with the Löwdin charge.
Atoms and positions in Å:
N1 0.854 -0.849 0.050  0.0673
C1 -1.384 -0.404 0.725  -0.2446
C2 -0.005 -0.122 1.033  -0.5617
C3 0.532 -0.207 2.502  -0.0111
C4 -2.463 1.081 -1.221  -0.0061
C5 -1.852 -0.084 -0.779  -0.1479
C6 2.088 -0.338 -0.518  -0.2990
C7 1.812 0.351 -1.933  -0.0885
H1 -1.629 -0.869 -1.558  0.0951
H2 1.415 1.355 -1.968  0.0538
H3 1.182 -0.355 -2.434  0.0465
H4 -0.632 1.856 1.015  0.2062
H5 0.734 -1.142 2.892  0.0505
H6 0.405 0.768 0.513  0.0884
H7 -1.810 -1.427 0.887  0.1274
H8 2.503 0.523 0.105  0.1045
H9 -0.311 0.365 2.879  0.0618
H10 2.828 0.473 -2.412  0.0785
H11 -2.039 0.118 1.491  0.1148
H12 -2.906 1.379 -2.130  0.0257
H13 1.445 0.450 2.473  0.0945
H14 2.916 -1.079 -0.511  0.1129
H15 -2.442 1.874 -0.444  0.0308

Entry 8:
C7H15N | ωB97M-V with the def2-TZVPD basis set

LUMO energy in eV: -0.325
Energy above the lowest of the compared OMol25 structures with the same formula, charge and spin in kcal/mol: 137.00
Orbital gap in hartree: 0.23240
E_tot in eV: -8986.549

Each line ends with the Löwdin charge.
Atoms and positions in Å:
N1 2.950 -0.530 0.333  0.0669
C1 -0.945 -1.282 -0.673  -0.2058
C2 -1.986 -0.905 0.393  -0.2769
C3 0.001 -0.097 -1.029  -0.1958
C4 -2.917 0.218 -0.040  -0.1123
C5 1.589 -0.298 0.792  -0.2625
C6 0.642 0.569 0.139  -0.2971
C7 1.037 2.028 0.201  -0.0870
H1 -2.531 1.210 0.224  0.0721
H2 2.132 2.086 0.127  0.0678
H3 0.768 -0.543 -1.697  0.1158
H4 -0.502 0.619 -1.682  0.1071
H5 1.207 -1.046 1.490  0.1094
H6 3.008 0.080 -0.491  0.0596
H7 0.711 2.568 1.096  0.0715
H8 -3.902 0.169 0.433  0.0657
H9 -0.319 -2.046 -0.195  0.1046
H10 -1.519 -0.713 1.365  0.1009
H11 -3.109 0.152 -1.112  0.0713
H12 -2.552 -1.830 0.562  0.1009
H13 -1.455 -1.557 -1.588  0.1052
H14 2.634 0.252 1.252  0.1474
H15 0.630 2.647 -0.606  0.0712

Entry 9:
C7H15N | ωB97M-V with the def2-TZVPD basis set

SMILES: C/C=C(\C)C[C@@H](C)N
LUMO energy in eV: 1.023
Energy above the lowest of the compared OMol25 structures with the same formula, charge and spin in kcal/mol: 30.12
Orbital gap in hartree: 0.35881
E_tot in eV: -8991.184

Each line ends with the Löwdin charge.
Atoms and positions in Å:
N1 0.888 -1.335 2.590  0.0106
C1 -0.700 -0.197 -0.715  -0.3140
C2 0.290 -0.515 -1.534  -0.1254
C3 -1.854 0.645 -1.075  -0.0790
C4 0.980 0.994 1.746  -0.0749
C5 0.547 0.173 -2.862  -0.0908
C6 0.797 -0.488 1.380  -0.4220
C7 -0.668 -0.541 0.792  -0.1270
H1 -2.052 0.740 -2.142  0.0699
H2 0.974 -1.346 -1.396  0.1042
H3 0.615 -2.274 2.301  0.0667
H4 -1.128 -1.491 1.079  0.1094
H5 1.950 1.194 2.230  0.0760
H6 1.235 1.565 0.842  0.0798
H7 -1.880 1.697 -0.744  0.0913
H8 -0.224 0.898 -3.114  0.0561
H9 0.711 -0.558 -3.655  0.0684
H10 0.174 1.407 2.334  0.0731
H11 -1.246 0.268 1.232  0.0912
H12 1.567 -0.903 0.739  0.1182
H13 1.448 0.795 -2.831  0.0738
H14 -2.719 0.259 -0.517  0.0868
H15 0.293 -0.986 3.319  0.0577

Entry 10:
C7H15N | ωB97M-V with the def2-TZVPD basis set

LUMO energy in eV: -2.432
Energy above the lowest of the compared OMol25 structures with the same formula, charge and spin in kcal/mol: 168.13
Orbital gap in hartree: 0.15306
E_tot in eV: -8985.199

Each line ends with the Löwdin charge.
Atoms and positions in Å:
N1 2.997 -1.527 -0.862  0.0875
C1 -1.368 -0.555 -0.732  -0.2753
C2 0.988 1.773 1.172  -0.0846
C3 1.583 0.843 0.100  -0.2368
C4 1.797 -1.629 -0.365  -0.2351
C5 -2.856 -0.455 -0.384  -0.1172
C6 1.020 -0.554 0.183  -0.1932
C7 -0.440 -0.760 0.461  -0.2100
H1 1.495 -2.617 -0.013  0.1045
H2 -3.115 0.439 0.189  0.0618
H3 1.262 2.805 0.961  0.0753
H4 -0.938 2.136 0.241  0.1600
H5 -0.219 1.746 0.829  -0.0282
H6 3.048 -0.643 -1.376  0.0306
H7 2.663 0.782 0.258  0.0952
H8 -3.300 -0.291 -1.373  0.0706
H9 -0.770 -0.161 1.311  0.1016
H10 -0.593 -1.785 0.818  0.1188
H11 -1.317 -1.323 -1.508  0.1110
H12 1.050 1.432 2.203  0.0878
H13 1.436 1.295 -0.900  0.1172
H14 -1.032 0.347 -1.265  0.0874
H15 -3.389 -1.297 0.054  0.0711